Entry 1:
Here is a structure of composition C26H18MnN4O2S in a non-equilibrium geometry from OMol25. Energies are from the ωB97M-V functional and the def2-TZVPD basis.

Element x y z (Å)
Mn1 -0.52 0.11 -0.13
O1 -1.29 -2.09 3.30
C1 -0.17 -2.84 3.24
C2 -0.02 -3.91 4.12
C3 1.12 -4.68 4.09
C4 2.14 -4.40 3.19
C5 2.00 -3.34 2.31
C6 0.85 -2.56 2.31
C7 0.62 -1.45 1.29
O2 -0.07 -0.41 1.80
N1 1.88 -1.05 0.63
N2 1.55 -0.15 -0.20
C8 2.25 0.60 -1.02
C9 1.49 1.48 -1.84
C10 2.13 2.32 -2.78
C11 1.40 3.12 -3.61
C12 0.00 3.12 -3.51
C13 -0.57 2.31 -2.57
N3 0.12 1.52 -1.73
H1 -1.06 -1.26 2.81
H2 -0.82 -4.10 4.82
H3 1.23 -5.51 4.78
H4 3.05 -4.99 3.19
H5 2.78 -3.10 1.60
H6 3.33 0.58 -1.10
H7 3.21 2.30 -2.84
H8 1.90 3.76 -4.34
H9 -0.61 3.74 -4.15
H10 -1.65 2.29 -2.45
S1 -4.40 -1.96 0.89
C14 -4.87 -0.29 0.81
C15 -6.10 0.30 1.07
C16 -6.21 1.67 0.93
C17 -5.12 2.45 0.55
C18 -3.89 1.87 0.30
C19 -3.76 0.49 0.43
N4 -2.61 -0.24 0.22
C20 -2.78 -1.51 0.44
C21 -1.75 -2.51 0.12
C22 -2.22 -3.72 -0.37
C23 -1.39 -4.65 -0.97
C24 -0.05 -4.36 -1.12
C25 0.45 -3.19 -0.55
C26 -0.34 -2.27 0.13
H11 -6.95 -0.30 1.37
H12 -7.16 2.14 1.13
H13 -5.24 3.52 0.46
H14 -3.03 2.47 0.01
H15 -3.29 -3.92 -0.35
H16 -1.81 -5.58 -1.35
H17 0.62 -5.05 -1.63
H18 1.52 -3.00 -0.57

Output
Energy relative to the best compared isomer or geometry (same formula, charge and spin) (kcal/mol): 47.2
2S+1: 6
Frontier orbital gap (spin up / spin down) (eV): 6.5160 / 6.4169
LUMO level (spin up / spin down) (eV): -0.506 / -0.611
Expectation value of S²: 8.758
Charge: 0

---

Entry 2:
Here is a structure of composition C25H22O4 in a non-equilibrium geometry from OMol25. Energies are from the ωB97M-V functional and the def2-TZVPD basis.

Element x y z (Å)
C1 2.66 -0.93 -2.95
C2 1.94 -0.30 -1.72
C3 2.60 -0.49 -0.41
O1 3.01 -1.60 -0.09
C4 2.70 0.71 0.56
C5 2.78 2.02 -0.16
O2 1.70 2.15 -1.23
C6 1.62 1.17 -2.13
O3 1.21 1.43 -3.28
H1 2.11 -0.62 -3.85
H2 3.72 -0.51 -3.07
H3 2.67 -2.05 -2.88
H4 1.84 0.71 1.23
H5 3.62 0.57 1.14
H6 2.56 2.87 0.51
H7 3.79 2.21 -0.62
C7 -0.81 2.86 4.94
C8 -1.71 2.93 3.88
C9 -2.42 1.78 3.50
C10 -2.16 0.57 4.16
O4 -2.55 -0.64 3.56
C11 -1.90 -0.90 2.34
C12 -0.57 -1.35 2.36
C13 0.16 -1.35 1.18
C14 -0.45 -1.02 -0.06
C15 0.29 -1.27 -1.29
C16 -0.42 -1.32 -2.57
C17 -0.29 -2.44 -3.42
C18 -0.88 -2.45 -4.68
C19 -1.58 -1.31 -5.12
C20 -1.72 -0.19 -4.29
C21 -1.16 -0.19 -3.00
C22 -1.81 -0.62 -0.04
C23 -2.54 -0.58 1.15
C24 -1.32 0.52 5.27
C25 -0.60 1.66 5.63
H8 -0.23 3.75 5.22
H9 -1.88 3.86 3.33
H10 -3.10 1.78 2.65
H11 -0.12 -1.67 3.29
H12 1.22 -1.67 1.18
H13 1.06 -2.07 -1.18
H14 0.25 -3.31 -3.06
H15 -0.74 -3.30 -5.35
H16 -1.98 -1.27 -6.15
H17 -2.22 0.73 -4.63
H18 -1.30 0.67 -2.32
H19 -2.38 -0.42 -0.95
H20 -3.59 -0.28 1.19
H21 -1.17 -0.45 5.76
H22 0.11 1.60 6.46

Output
Frontier orbital gap (eV): 8.4441
LUMO level (eV): -0.140
Charge: 0

---

no.,electronic energy (Ha)
1,-2920.279356
2,-1266.748519